Record 1
Density functional theory data (the ωB97M-V functional and the def2-TZVPD basis) for a single C9H12P2 molecule.

ORCA input file:
```
! RIJCOSX wB97M-V def2-TZVPD def2/J DEFGRID3
* xyz 0 1
C -3.47365 0.59303 -0.04709
C -2.59958 1.61859 0.27421
C -3.00281 -0.70564 -0.12273
C -1.26232 1.35076 0.49949
C -1.66760 -0.97650 0.11295
C -0.77480 0.04778 0.39200
C 1.48835 -1.78185 0.11971
C 3.29810 1.08287 -0.14082
C 1.79907 0.97038 -0.35719
P 0.31619 -3.61598 -0.09709
P 0.98110 -0.26703 0.79859
H -4.51762 0.80193 -0.22742
H -2.96311 2.63279 0.35612
H -3.67114 -1.51479 -0.37002
H -0.60101 2.16440 0.76148
H -1.31299 -1.99483 0.07227
H 2.53882 -2.01856 0.13332
H 3.52043 1.34155 0.89272
H 3.79879 0.14650 -0.37488
H 3.71243 1.85760 -0.78604
H 1.57137 0.66411 -1.38276
H 1.32467 1.93764 -0.17628
H 1.49734 -4.33477 -0.33055
*
```

Values from the calculation:
- molar mass (g mol⁻¹) = 182.143
- energy relative to the best compared isomer or geometry (same formula, charge and spin) (kJ/mol) = 0.0
- HOMO (alpha / beta) (eV) = -7.4987 / -8.1807
- frontier orbital gap (alpha / beta) (eV) = 6.5 / 7.6

---

Record 2
Density functional theory data (the ωB97M-V functional and the def2-TZVPD basis) for a single C9H12Si molecule.

ORCA input file:
```
! RIJCOSX wB97M-V def2-TZVPD def2/J DEFGRID3
* xyz 0 1
C 1.15051 0.72452 3.56550
C 2.41604 -1.70166 -3.53181
C 1.08513 -0.11532 2.69154
C 1.66275 -1.42348 -2.62147
C -1.58983 1.18834 0.29302
C -0.64230 1.05933 -0.61965
C -2.94867 1.79778 0.20112
C 1.02697 -1.07068 1.73058
C 0.69383 -1.46450 -1.51104
Si 0.85350 0.00321 -0.32447
H 1.03845 1.45469 4.22534
H 2.80301 -1.90259 -4.47964
H -1.35224 0.62730 1.21524
H -1.00101 1.49381 -1.65324
H -3.16316 1.94730 -0.86290
H -3.09689 2.74366 0.62360
H -3.60783 1.08864 0.75821
H 0.17921 -1.67860 1.82671
H 1.86215 -1.72799 1.81233
H 0.83278 -2.44674 -0.95125
H -0.33951 -1.24800 -1.93956
H 2.13710 0.65098 -0.44816
*
```

Values from the calculation:
- molar mass (g mol⁻¹) = 148.281
- energy relative to the best compared isomer or geometry (same formula, charge and spin) (kJ/mol) = 537.2
- HOMO (eV) = -8.5613
- frontier orbital gap (eV) = 9.4

---

Record 3
Density functional theory data (the ωB97M-V functional and the def2-TZVPD basis) for a molecular structure, C9H13BHgN5.

ORCA input file:
```
! RIJCOSX wB97M-V def2-TZVPD def2/J DEFGRID3
* xyz 0 2
Hg 0.37262 0.22691 0.09714
B -3.14452 -0.02136 0.21254
N -2.36451 -1.30351 -0.14922
C -2.95099 -2.42157 -0.63741
C -2.04716 -3.48007 -0.62570
C -0.88913 -2.86480 -0.14118
N -1.09955 -1.58015 0.16304
N -2.44078 1.38326 -0.04304
C -3.05780 2.40365 -0.64285
C -2.37988 3.58899 -0.43417
C -1.24810 3.13376 0.30303
N -1.31264 1.82262 0.55608
H -3.40022 -0.05086 1.35923
H -4.21025 0.02689 -0.36796
H -3.99595 -2.40406 -0.95965
H -2.14009 -4.54449 -0.92447
H 0.07654 -3.32572 -0.11170
H -4.02212 2.23108 -1.05895
H -2.66145 4.58985 -0.71769
H -0.37344 3.66966 0.68248
C 5.79039 -0.04867 0.19276
C 4.34132 0.29723 0.48337
C 3.49945 -0.88200 0.64496
N 2.96496 -1.90092 0.71309
H 6.31843 0.85432 0.02849
H 5.90920 -0.71025 -0.73371
H 6.29374 -0.48645 1.03632
H 3.85648 0.88539 -0.34361
H 4.31547 0.91127 1.41879
*
```

Values from the calculation:
- molar mass (g mol⁻¹) = 402.640
- energy relative to the best compared isomer or geometry (same formula, charge and spin) (kJ/mol) = 0.0
- HOMO (alpha / beta) (eV) = -8.0835 / -8.8119
- frontier orbital gap (alpha / beta) (eV) = 8.6 / 6.9

---

Record 4
Density functional theory data (the ωB97M-V functional and the def2-TZVPD basis) for a molecular structure, C9H13Br15O2S.

ORCA input file:
```
! RIJCOSX wB97M-V def2-TZVPD def2/J DEFGRID3
* xyz 0 1
C 4.13934 -6.51313 9.14347
Br 5.23437 -8.03226 9.38425
Br 2.37644 -7.26930 8.88269
Br 4.73502 -5.45910 7.53665
H 4.13524 -5.89986 10.04457
C 0.45783 6.95380 -2.13403
Br 1.35697 6.00883 -3.66268
Br 0.42493 8.87564 -2.45549
Br 1.22479 6.56286 -0.28894
H -0.58600 6.66791 -2.00449
C -8.40326 4.80599 -1.82420
Br -8.26991 6.59680 -2.72674
Br -10.21911 3.94124 -2.30670
Br -8.45713 5.28374 0.10999
H -7.57481 4.17416 -2.14445
C 7.75429 0.72678 -3.74200
Br 6.83837 -0.38558 -2.45340
Br 7.77349 2.59804 -3.31941
Br 7.31660 0.55782 -5.65126
H 8.80366 0.43349 -3.71232
C -1.17085 -3.84129 -6.41967
Br -1.25604 -1.89119 -6.77916
Br 0.73581 -4.06846 -5.70331
Br -1.50435 -4.81509 -8.09072
H -1.97797 -4.00243 -5.70504
C 0.17291 -0.15010 1.88719
C -0.31523 -1.18007 2.86689
C -1.78290 -1.40257 2.60360
S -2.21051 -0.81952 0.90303
O -2.98818 0.36526 1.10628
O -2.69598 -1.89783 -0.02088
C -0.40232 -0.38639 0.48784
H 1.22750 0.10220 1.77636
H -0.32750 0.75970 2.21876
H -0.21158 -0.68302 3.83141
H 0.28778 -2.05225 2.61431
H -2.52835 -1.18862 3.36951
H -1.75647 -2.48818 2.50950
H -0.42268 0.33810 -0.32629
H 0.06578 -1.32614 0.19488
*
```

Values from the calculation:
- molar mass (g mol⁻¹) = 1383.828
- energy relative to the best compared isomer or geometry (same formula, charge and spin) (kJ/mol) = 265.8
- HOMO (eV) = -10.1999
- frontier orbital gap (eV) = 9.6

---

Record 5
Density functional theory data (the ωB97M-V functional and the def2-TZVPD basis) for 7 unconnected molecules or ions with the total composition C9H13Cl19.

ORCA input file:
```
! RIJCOSX wB97M-V def2-TZVPD def2/J DEFGRID3
* xyz 1 2
Cl -17.62889 17.74156 -26.29279
C -18.87317 17.01883 -27.25552
C -18.72660 15.52065 -27.26549
Cl -18.82652 14.78591 -25.63098
H -18.76177 17.42232 -28.26194
H -19.81001 17.45232 -26.90548
H -17.77872 15.21921 -27.71128
H -19.48172 15.08458 -27.91951
Cl -19.66930 12.01816 -23.42506
C -17.97876 11.44612 -23.68460
C -16.96435 12.50536 -23.18002
Cl -17.14860 12.67721 -21.38307
H -17.94854 11.22418 -24.75134
H -17.82349 10.49443 -23.17639
H -17.22803 13.48646 -23.57500
H -15.92074 12.24798 -23.36097
C -14.76365 22.08508 -23.64093
Cl -15.94041 22.34518 -22.27659
Cl -13.47987 23.24237 -23.60702
Cl -15.58649 22.05164 -25.24039
H -14.44303 21.04490 -23.58343
C -14.04464 15.57678 -19.34942
Cl -12.33584 15.36193 -19.01893
Cl -14.76880 17.14832 -18.88367
Cl -15.03363 14.28266 -18.47702
H -14.11715 15.38566 -20.42008
C -16.65180 17.17345 -23.21520
Cl -16.11229 15.71056 -22.30602
Cl -15.69380 18.64287 -22.68181
Cl -18.35416 17.57086 -22.73362
H -16.56040 16.91861 -24.27103
C -13.62607 17.18479 -26.71796
Cl -13.81942 16.76104 -28.42240
Cl -14.24365 15.86343 -25.69006
Cl -14.34656 18.76510 -26.26570
H -12.54265 17.29815 -26.67970
C -21.78147 16.39160 -21.87402
Cl -23.27081 16.88080 -21.04062
Cl -21.82113 16.65518 -23.63509
Cl -21.47525 14.65174 -21.58476
H -20.94470 16.97784 -21.49421
*
```

Values from the calculation:
- molar mass (g mol⁻¹) = 794.810
- energy relative to the best compared isomer or geometry (same formula, charge and spin) (kJ/mol) = 0.0
- HOMO (alpha / beta) (eV) = -12.7376 / -12.7375
- frontier orbital gap (alpha / beta) (eV) = 9.8 / 2.3

---

Record 6
Density functional theory data (the ωB97M-V functional and the def2-TZVPD basis) for a molecular structure, C9H13Cl5N5SV.

ORCA input file:
```
! RIJCOSX wB97M-V def2-TZVPD def2/J DEFGRID3
* xyz 2 3
V 0.29171 0.52883 -0.26021
N 1.55868 0.53609 1.47759
C 2.42016 1.74739 1.52294
C 1.55933 2.92955 1.13362
N 0.93280 2.62917 -0.18828
H 0.97130 0.50669 2.31012
H 2.12197 -0.31124 1.52999
H 3.23229 1.61378 0.80587
H 2.86454 1.89393 2.50657
H 2.14253 3.84870 1.09951
H 0.75370 3.06790 1.85636
H 1.62848 2.77274 -0.92024
H 0.20152 3.31121 -0.37617
N -0.98935 0.31411 -2.05866
N -0.43818 -0.54950 -3.02377
C 0.85244 -0.91061 -2.96237
N 1.33028 -1.68614 -3.91264
S 1.89243 -0.39271 -1.69156
H -1.83575 -0.11989 -1.68819
H -1.26240 1.18420 -2.51568
H -1.02961 -0.83940 -3.79136
H 0.77632 -2.01625 -4.69010
H 2.29361 -1.98458 -3.87034
Cl 0.65435 -3.11335 0.47107
C -0.73234 -2.23173 1.01045
C -0.82666 -0.87819 0.71596
C -1.93713 -0.22161 1.19587
Cl -1.91634 1.51606 0.80637
C -2.96259 -0.78300 1.93287
Cl -4.27704 0.14985 2.48130
C -2.84946 -2.15415 2.19729
Cl -4.07262 -2.93443 3.08558
C -1.73804 -2.87853 1.73491
Cl -1.61091 -4.54492 2.07533
*
```

Values from the calculation:
- molar mass (g mol⁻¹) = 451.514
- HOMO (alpha / beta) (eV) = -14.6315 / -14.7056
- frontier orbital gap (alpha / beta) (eV) = 7.1 / 8.1

---

Calculated max |F| in order - 5.22 5.06 1.96 3.57 1.95 0.15 eV/A
Calculated E in order - -1032.71755 -639.40749 -802.75446 -39509.43139 -9093.94991 -4267.19964 hartree